C27H32CoN5OSTe as an isolated structure. Source: the Open Molecules 2025 dataset; level of theory: the ωB97M-V functional and the def2-TZVPD basis.

CARTESIAN COORDINATES (ANGSTROEM)
1 Co 1.607 -1.291 -2.540
2 N 3.021 0.839 -6.002
3 C 2.805 0.023 -4.965
4 S 2.098 0.730 -3.525
5 N 3.189 -1.230 -5.104
6 N 2.897 -1.962 -4.011
7 C 3.435 -3.109 -3.844
8 C 3.104 -3.810 -2.599
9 C 3.555 -5.092 -2.325
10 C 3.190 -5.689 -1.129
11 C 2.378 -4.994 -0.247
12 C 1.969 -3.718 -0.593
13 N 2.333 -3.129 -1.729
14 H 2.796 1.815 -5.940
15 H 3.469 0.475 -6.827
16 H 4.124 -3.531 -4.567
17 H 4.176 -5.608 -3.044
18 H 3.529 -6.689 -0.894
19 H 2.060 -5.427 0.690
20 H 1.316 -3.146 0.056
21 C -2.138 -0.489 -2.787
22 C -1.370 -1.000 -1.590
23 O -1.954 -1.092 -0.471
24 N -0.116 -1.291 -1.763
25 Te -0.404 -0.622 1.561
26 C 0.084 1.104 0.479
27 C 1.425 1.230 0.096
28 C 2.471 0.198 0.430
29 C 1.803 2.346 -0.638
30 C 0.883 3.315 -1.015
31 C 1.300 4.492 -1.849
32 C -0.441 3.153 -0.627
33 C -0.874 2.066 0.124
34 C -2.328 1.999 0.506
35 C -1.747 0.130 2.986
36 C -3.013 -0.444 3.101
37 C -3.504 -1.590 2.259
38 C -3.886 0.093 4.045
39 C -3.526 1.152 4.861
40 C -4.478 1.711 5.879
41 C -2.242 1.680 4.735
42 C -1.334 1.190 3.812
43 C 0.035 1.809 3.728
44 H -3.203 -0.543 -2.574
45 H -1.904 -1.064 -3.681
46 H -1.852 0.550 -2.963
47 H 2.203 -0.798 0.056
48 H 2.620 0.093 1.508
49 H 3.427 0.468 -0.014
50 H 2.838 2.449 -0.940
51 H 2.383 4.560 -1.925
52 H 0.923 5.425 -1.431
53 H 0.896 4.396 -2.859
54 H -1.172 3.899 -0.920
55 H -2.907 2.666 -0.132
56 H -2.479 2.317 1.539
57 H -2.733 0.994 0.399
58 H -2.727 -2.065 1.663
59 H -4.267 -1.247 1.557
60 H -3.959 -2.351 2.893
61 H -4.875 -0.339 4.140
62 H -5.466 1.265 5.787
63 H -4.576 2.791 5.767
64 H -4.113 1.520 6.890
65 H -1.939 2.495 5.383
66 H 0.208 2.459 4.584
67 H 0.152 2.408 2.823
68 H 0.824 1.052 3.726

Values from the calculation:
2S+1   6
Energy relative to the best compared isomer or geometry (same formula, charge and spin)   0.0 kJ/mol
DFT total energy   -3445.8170 hartree
Charge   +1
HOMO (spin up / spin down)   -10.57 / -10.88 eV
Lowest unoccupied orbital energy (spin up / spin down)   -3.1 / -4.4 eV
HOMO-LUMO gap (spin up / spin down)   0.2737 / 0.2389 hartree

=====

An isolated ion of composition C4H4N3 and charge +1. Source: the Open Molecules 2025 dataset; level of theory: the ωB97M-V functional and the def2-TZVPD basis.

CARTESIAN COORDINATES (ANGSTROEM)
1 C 2.382 -0.026 -0.099
2 C -1.114 -0.746 -0.053
3 C -1.344 0.638 -0.065
4 C 0.214 -1.169 -0.067
5 N 3.487 0.268 0.026
6 N -0.440 1.524 -0.007
7 N 1.216 -0.420 -0.129
8 H -1.966 -1.281 0.271
9 H -2.272 0.967 0.170
10 H 0.537 -2.186 0.316
11 H -0.701 2.431 -0.363

Values from the calculation:
Energy relative to the best compared isomer or geometry (same formula, charge and spin)   404.5 kJ/mol
DFT total energy   -318.6104 hartree
Charge   +1
HOMO (spin up / spin down)   -14.99 / -15.12 eV
Lowest unoccupied orbital energy (spin up / spin down)   -8.3 / -8.2 eV
HOMO-LUMO gap (spin up / spin down)   0.2465 / 0.2549 hartree

=====

A 2-piece molecular cluster, C13H9BF4N3 overall. Source: the Open Molecules 2025 dataset; level of theory: the ωB97M-V functional and the def2-TZVPD basis.

CARTESIAN COORDINATES (ANGSTROEM)
1 C -3.211 -1.486 1.785
2 C -3.920 -0.225 2.045
3 N -3.316 0.980 1.814
4 C -2.046 0.902 1.339
5 C -1.191 -0.261 1.068
6 C 0.258 -0.191 0.540
7 C 1.064 1.062 0.722
8 N 2.352 1.254 0.340
9 C 2.816 0.105 -0.301
10 C 4.237 0.132 -0.812
11 C 4.859 -1.005 -1.485
12 C 4.082 -2.293 -1.664
13 C 2.716 -2.311 -1.174
14 C 2.059 -1.143 -0.499
15 N 0.752 -1.313 -0.051
16 C -1.815 -1.605 1.309
17 H -3.779 -2.442 1.965
18 H -4.983 -0.278 2.408
19 H -1.563 1.895 1.114
20 H 0.563 1.918 1.253
21 H 4.889 1.042 -0.704
22 H 5.911 -0.986 -1.873
23 H 4.505 -3.194 -2.167
24 H 2.123 -3.261 -1.288
25 H -1.284 -2.568 1.145
26 B -3.219 3.056 -1.366
27 F -1.991 2.319 -1.310
28 F -4.311 2.151 -1.478
29 F -3.361 3.829 -0.178
30 F -3.200 3.921 -2.497

Values from the calculation:
DFT total energy   -1089.6076 hartree
Charge   -1
HOMO   -6.26 eV
Lowest unoccupied orbital energy   1.5 eV
HOMO-LUMO gap   0.2852 hartree

=====

C8H20F6KN3O16S6 as an isolated structure. Source: the Open Molecules 2025 dataset; level of theory: the ωB97M-V functional and the def2-TZVPD basis.

CARTESIAN COORDINATES (ANGSTROEM)
1 K 0.158 0.627 0.958
2 N -0.059 2.116 1.665
3 S -0.703 3.407 1.274
4 O -0.236 4.222 0.127
5 O -1.355 4.024 2.393
6 F -2.011 2.751 0.626
7 S 1.434 2.766 2.054
8 O 1.356 3.389 3.374
9 O 2.203 3.438 1.011
10 F 2.303 1.397 2.366
11 N -0.940 0.102 2.529
12 S 0.197 -0.500 3.693
13 O 0.897 -1.763 3.576
14 O 0.065 0.056 5.029
15 F 1.399 0.421 3.098
16 S -1.559 -1.258 2.522
17 O -2.349 -1.593 3.653
18 O -0.938 -2.338 1.701
19 F -2.675 -0.862 1.476
20 N 0.388 -3.043 -0.223
21 S 1.319 -2.418 -1.469
22 O 2.276 -3.376 -2.006
23 O 1.688 -1.022 -1.582
24 F 0.211 -2.533 -2.620
25 S 1.183 -2.384 0.924
26 O 0.802 -1.036 1.393
27 O 2.605 -2.684 1.028
28 F 0.527 -3.277 2.076
29 C -2.555 -3.578 -3.231
30 O -2.850 -2.412 -2.387
31 C -1.705 -1.559 -2.301
32 C -2.013 -0.111 -1.720
33 O -2.485 -0.157 -0.348
34 C -2.565 1.146 0.190
35 H -2.220 -4.312 -2.498
36 H -1.738 -3.441 -3.940
37 H -3.418 -3.929 -3.798
38 H -1.102 -1.420 -3.198
39 H -0.852 -2.009 -1.794
40 H -2.722 0.451 -2.329
41 H -1.105 0.484 -1.817
42 H -2.884 1.933 -0.494
43 H -1.683 1.456 0.751
44 H -3.323 1.261 0.965
45 C -0.497 2.318 -1.190
46 O -0.059 0.941 -1.244
47 C 1.175 0.712 -1.957
48 C 2.398 0.850 -1.054
49 O 2.463 -0.031 0.039
50 C 3.654 0.243 0.727
51 H 0.194 2.987 -0.676
52 H -1.338 2.253 -0.500
53 H -0.817 2.864 -2.078
54 H 1.223 1.335 -2.851
55 H 1.217 -0.300 -2.361
56 H 2.430 1.912 -0.813
57 H 3.257 0.713 -1.711
58 H 3.806 1.299 0.953
59 H 4.397 -0.412 0.271
60 H 3.529 -0.114 1.749

Values from the calculation:
Energy relative to the best compared isomer or geometry (same formula, charge and spin)   3917.7 kJ/mol
DFT total energy   -5271.6571 hartree
Charge   -2
HOMO   -2.63 eV
Lowest unoccupied orbital energy   4.0 eV
HOMO-LUMO gap   0.2440 hartree

=====

A 2-piece molecular cluster, C4H9NO2 overall. Source: the Open Molecules 2025 dataset; level of theory: the ωB97M-V functional and the def2-TZVPD basis.

CARTESIAN COORDINATES (ANGSTROEM)
1 C 0.329 -1.314 1.456
2 C -0.250 -0.084 0.817
3 C 0.607 1.011 0.492
4 O -0.025 2.270 0.433
5 N -0.840 -0.870 -1.033
6 C -0.466 -0.054 -1.999
7 O 0.683 0.476 -2.004
8 H -0.321 -2.155 1.232
9 H 0.432 -1.221 2.549
10 H 1.321 -1.515 1.045
11 H -1.298 0.146 1.013
12 H 1.598 1.064 0.969
13 H 0.842 0.641 -0.703
14 H 0.178 2.621 -0.444
15 H -1.810 -1.160 -1.150
16 H -1.135 0.256 -2.823

Values from the calculation:
Energy relative to the best compared isomer or geometry (same formula, charge and spin)   352.9 kJ/mol
DFT total energy   -362.9511 hartree
Charge   0
HOMO   -8.76 eV
Lowest unoccupied orbital energy   0.8 eV
HOMO-LUMO gap   0.3505 hartree

=====

One molecule with the formula C4H8N2O. Source: the Open Molecules 2025 dataset; level of theory: the ωB97M-V functional and the def2-TZVPD basis.

CARTESIAN COORDINATES (ANGSTROEM)
1 N -1.018 -1.717 -1.396
2 C -0.969 -0.432 -0.848
3 O -1.328 0.516 -1.520
4 C -0.719 -0.268 0.823
5 N 0.572 0.263 1.190
6 C 1.068 1.457 0.523
7 C 1.529 0.094 0.133
8 H -1.509 -1.789 -2.283
9 H -0.282 -2.402 -1.283
10 H -1.485 0.401 1.254
11 H -0.806 -1.255 1.302
12 H 0.440 1.966 -0.205
13 H 1.640 2.113 1.183
14 H 0.944 -0.276 -0.744
15 H 2.511 -0.328 0.358

Values from the calculation:
SMILES string   NC(=O)CN1CC1
Energy relative to the best compared isomer or geometry (same formula, charge and spin)   269.0 kJ/mol
DFT total energy   -341.9012 hartree
Charge   0
HOMO   -9.06 eV
Lowest unoccupied orbital energy   0.9 eV
HOMO-LUMO gap   0.3671 hartree

=====

Look up the DFT total energy of the fourth one. -5271.6571 hartree

=====

The highest DFT total energy belongs to which entry? C4H4N3

=====

What is the charge in the first record? +1

=====

The highest DFT total energy belongs to which entry? C4H4N3